Computed, not measured: C8H18AlO6PS as an isolated structure, with ωB97M-V with the def2-TZVPD basis set.

```
! wB97M-V def2-TZVPD RIJCOSX def2/J DEFGRID3
* xyz -2 1
C -3.88858 1.27998 -1.46977
C -4.23231 0.64604 -0.12447
O -3.14601 0.47779 0.75674
C -2.47106 1.65775 1.13924
C -1.23390 2.06249 0.32381
O -0.04443 1.55962 0.87506
Al 0.71279 0.21067 -0.04509
C 1.71810 -0.92246 1.29305
C 3.08597 -1.45792 0.85817
C 3.63551 -2.52330 1.82928
S 5.42830 -2.31820 2.14469
C -0.56856 -0.97566 -1.13075
O -0.65035 -2.16873 -0.74115
O -1.15491 -0.50671 -2.16826
P 2.14575 1.19996 -1.77296
O 3.13961 -0.13701 -2.16938
O 1.02327 1.16899 -3.00965
H -3.86880 2.37317 -1.41819
H -4.66342 1.00261 -2.19427
H -2.93909 0.87001 -1.83113
H -5.01811 1.23650 0.38438
H -4.60586 -0.36312 -0.30559
H -3.18003 2.50395 1.19384
H -2.10929 1.46702 2.15534
H -1.35532 1.76772 -0.72534
H -1.21383 3.16823 0.35759
H 1.03651 -1.77601 1.41834
H 1.80678 -0.41536 2.26581
H 3.79441 -0.62756 0.78091
H 2.97684 -1.89309 -0.13717
H 3.44749 -3.52520 1.44213
H 3.12095 -2.42790 2.78483
H 5.47437 -2.85860 3.36894
H 3.28599 -0.09099 -3.12091
H 0.51122 0.33531 -3.00807
*
```

As for the HOMO energy: 0.6 eV. For the LUMO energy, the calculation gives 4.40 eV. The value obtained for the energy above the lowest of the compared OMol25 structures with the same formula, charge and spin is 0.0 kcal per mole.

=====

Computed, not measured: a single C6H9N3O2S molecule at a distorted geometry, with ωB97M-V with the def2-TZVPD basis set.

```
! wB97M-V def2-TZVPD RIJCOSX def2/J DEFGRID3
* xyz 0 1
C 0.14097 -2.97993 -3.07653
C -0.92685 -2.15069 -1.51230
C -0.12995 0.15314 -1.73191
C 0.55481 1.03763 1.72837
C 0.45186 0.16949 0.42799
C -0.73261 0.67415 -0.45214
N -0.59046 -3.28900 -2.05615
N 0.46072 -1.67111 -3.24329
N -0.27908 -1.05259 -2.14801
O 1.73258 -2.10503 -5.28424
O -0.98341 2.00070 -0.55945
S 1.29325 -0.96066 -4.49537
H 0.81142 -3.60849 -3.73110
H -1.50067 -2.11035 -0.65024
H 0.97215 2.02639 1.37043
H 1.26870 0.44602 2.47327
H -0.41753 1.12455 2.14419
H 1.37660 0.17978 -0.13372
H 0.26517 -0.81694 0.69804
H -1.63531 0.26060 -0.10869
H -0.93877 2.27205 -1.50692
*
```

As for the HOMO energy (alpha / beta): -8.4 / -7.4 eV. For the LUMO energy (alpha / beta), the calculation gives -0.80 / -1.33 eV. The value obtained for the energy above the lowest of the compared OMol25 structures with the same formula, charge and spin is 162.1 kcal per mole.

=====

Computed, not measured: C7H15O8PSTm as an isolated structure at a distorted geometry, with ωB97M-V with the def2-TZVPD basis set.

```
! wB97M-V def2-TZVPD RIJCOSX def2/J DEFGRID3
* xyz 3 3
C -2.85832 1.24451 1.75358
C -2.38790 1.94242 0.45378
C -1.46777 1.01313 -0.38791
C -0.15339 0.90396 0.31856
O 0.85286 1.96446 0.09768
S 1.88492 1.61272 1.25972
O 1.55008 2.13862 2.55231
O 3.22429 2.02251 1.03115
O 1.79247 -0.02389 1.16198
C 0.72068 -0.34330 0.22560
C 0.11114 -1.70476 0.53802
C -0.80009 -2.27159 -0.59212
O -0.32359 -3.51054 -1.02352
P 1.74651 -0.59572 -1.35609
O 2.23658 -2.02041 -1.43247
O 3.21252 0.33295 -1.29718
O 0.95437 -0.14344 -2.61283
H -3.80238 1.62623 2.10308
H -2.07388 1.39368 2.49156
H -2.88364 0.17703 1.54634
H -3.24704 2.24473 -0.12812
H -1.78684 2.81812 0.68734
H -1.37768 1.42970 -1.38772
H -1.98727 0.06565 -0.48261
H -0.31071 0.98160 1.40566
H 0.84937 -2.43245 0.84855
H -0.54120 -1.54355 1.39550
H -1.79628 -2.43614 -0.18754
H -0.88330 -1.57090 -1.42192
H -0.25925 -3.49958 -1.96947
H 3.74950 -0.17187 -0.63908
H 1.44046 -0.38301 -3.42223
Tm 4.61477 -1.26087 -1.52963
*
```

As for the HOMO energy (alpha / beta): -20.1 / -19.1 eV. For the LUMO energy (alpha / beta), the calculation gives -12.76 / -16.78 eV. The value obtained for the energy above the lowest of the compared OMol25 structures with the same formula, charge and spin is 26.1 kcal per mole. The expectation value of S² is 2.02.

=====

Computed, not measured: a 9-piece molecular cluster, C36H96B3F12N6O12 overall at a distorted geometry, with ωB97M-V with the def2-TZVPD basis set.

```
! wB97M-V def2-TZVPD RIJCOSX def2/J DEFGRID3
* xyz 3 1
C -17.08629 4.17005 -30.49221
O -18.07566 4.06798 -29.47595
C -17.58447 3.80210 -28.18001
C -18.69618 3.85455 -27.15029
N -19.68215 4.95866 -27.49561
H -19.29253 5.75897 -28.00133
H -20.26904 4.57853 -28.24318
C -20.49175 5.47651 -26.32121
C -20.66708 6.99343 -26.48154
O -19.38202 7.51359 -26.81438
C -19.17609 8.87860 -26.54551
H -16.09896 4.53333 -30.19414
H -17.56676 4.75498 -31.27159
H -16.85381 3.16669 -30.86071
H -16.96239 4.63401 -27.83538
H -17.02463 2.86795 -28.11659
H -18.26655 4.17317 -26.20437
H -19.29239 2.94626 -27.09028
H -20.02738 5.23556 -25.36897
H -21.46619 4.99188 -26.27607
H -21.03562 7.34073 -25.51157
H -21.38964 7.37912 -27.20332
H -18.14348 9.16072 -26.34755
H -19.82006 9.41146 -25.83940
H -19.43408 9.49574 -27.42094
C -9.99683 6.71045 -16.80956
O -8.81080 7.07351 -16.12142
C -8.66380 8.42762 -15.77139
C -7.18172 8.58022 -15.40720
N -6.33727 8.10194 -16.57202
H -6.49840 7.09306 -16.54706
H -6.53068 8.60953 -17.42761
C -4.83155 8.18371 -16.39682
C -4.13915 7.17505 -17.36312
O -4.72760 7.19288 -18.63796
C -4.09657 8.12313 -19.55706
H -10.88933 7.29020 -16.54934
H -10.30808 5.69148 -16.59418
H -9.83710 6.86476 -17.87864
H -9.25568 8.71492 -14.90215
H -8.87773 9.03240 -16.65924
H -6.87819 8.11204 -14.47454
H -6.85240 9.61874 -15.33096
H -4.49494 7.89384 -15.40328
H -4.48787 9.19017 -16.62491
H -4.37710 6.16125 -17.02891
H -3.05877 7.32815 -17.38377
H -4.69248 8.27293 -20.45883
H -3.16334 7.63650 -19.82566
H -4.12543 9.12063 -19.11457
C -14.62004 11.50383 -21.70800
O -15.48690 10.76053 -20.86816
C -16.85612 10.82813 -21.25476
C -17.64935 11.33774 -20.07193
N -17.58448 10.46862 -18.84049
H -18.55170 10.38127 -18.52226
H -17.39286 9.46507 -19.01938
C -16.62258 10.91035 -17.77345
C -16.15192 9.77335 -16.89777
O -17.25005 9.03402 -16.43518
C -17.82036 9.46562 -15.22594
H -13.72856 11.74376 -21.11362
H -14.87326 12.55194 -21.90144
H -14.33426 10.87482 -22.54947
H -17.21769 9.81919 -21.47196
H -17.14824 11.51386 -22.05334
H -18.67939 11.24682 -20.42774
H -17.44382 12.36595 -19.78760
H -16.95958 11.76649 -17.19153
H -15.75717 11.30612 -18.31003
H -15.61003 10.19059 -16.03840
H -15.36263 9.16970 -17.34542
H -17.12832 9.86768 -14.47617
H -18.38999 8.70343 -14.70035
H -18.49459 10.30332 -15.45327
C -17.25912 6.65968 -24.10059
O -16.18690 5.73100 -23.85012
C -14.98347 6.20060 -24.43243
C -13.84931 5.42422 -23.73020
N -13.92185 5.42683 -22.24743
H -14.75454 4.92529 -21.92451
H -13.11324 4.90654 -21.88668
C -13.93011 6.79812 -21.62645
C -13.57151 6.67627 -20.16355
O -13.70042 5.35697 -19.64182
C -14.00723 5.31458 -18.27796
H -18.16660 6.12910 -23.80503
H -17.27350 6.78223 -25.18681
H -17.27375 7.52612 -23.43970
H -14.68391 7.25755 -24.36634
H -15.16410 5.95154 -25.48378
H -12.91600 5.85178 -24.09922
H -13.81928 4.42344 -24.16712
H -14.84884 7.33259 -21.85111
H -13.13771 7.35097 -22.13505
H -14.19838 7.36460 -19.59078
H -12.50761 6.88679 -19.98916
H -14.80967 5.97330 -17.94343
H -13.11295 5.42802 -17.64982
H -14.33535 4.29986 -18.04584
C -15.07502 8.55923 -27.91680
O -15.32100 8.34084 -29.28418
C -16.52689 8.83654 -29.80838
C -16.45316 8.64892 -31.30808
N -15.03386 8.93572 -31.78477
H -14.97537 9.94851 -31.68630
H -14.41075 8.50385 -31.09196
C -14.64135 8.32609 -33.09705
C -13.21311 8.63618 -33.46342
O -12.48209 8.66568 -32.25070
C -11.08422 8.74311 -32.41231
H -15.78579 8.11717 -27.21424
H -15.03514 9.63954 -27.72426
H -14.07910 8.24266 -27.61231
H -16.67578 9.88806 -29.53054
H -17.34642 8.26516 -29.35856
H -17.12004 9.34036 -31.81960
H -16.59983 7.63958 -31.68990
H -15.25060 8.76752 -33.88940
H -14.90640 7.27100 -33.14148
H -13.18072 9.63275 -33.91380
H -12.82262 7.89138 -34.15796
H -10.61830 7.91425 -32.95883
H -10.47495 8.71867 -31.50942
H -10.82344 9.64846 -32.96612
C -9.84046 8.95113 -21.14012
O -10.30296 7.80799 -21.84753
C -9.60410 7.38550 -22.98595
C -8.31541 6.60892 -22.61366
N -8.51454 5.63455 -21.50394
H -9.51027 5.42072 -21.33660
H -8.12549 4.71431 -21.73082
C -8.02299 6.10257 -20.15100
C -7.48133 4.91435 -19.36723
O -8.56864 4.12725 -18.93421
C -8.15140 3.02836 -18.15076
H -8.74674 8.93259 -21.20741
H -10.06919 8.67142 -20.10642
H -10.34368 9.87931 -21.39644
H -9.36231 8.20903 -23.66548
H -10.18188 6.69718 -23.60154
H -7.37570 7.14757 -22.53662
H -8.25587 5.97946 -23.50518
H -8.88961 6.56527 -19.68403
H -7.19121 6.78165 -20.33396
H -6.85927 5.19060 -18.51587
H -6.83594 4.45750 -20.12994
H -8.83773 2.88990 -17.31104
H -7.18489 3.13927 -17.64936
H -8.18033 2.10629 -18.73307
B -17.61493 6.98039 -20.17100
F -18.38049 7.37189 -21.30625
F -16.75573 8.04427 -19.78104
F -18.49039 6.72634 -19.13126
F -16.75520 5.93855 -20.56497
B -14.69417 2.76396 -26.39356
F -14.62736 2.17620 -25.12310
F -15.59437 3.83595 -26.35151
F -13.41610 3.23375 -26.69162
F -15.15960 1.76484 -27.30119
B -11.06730 3.73773 -22.16311
F -10.90847 4.32314 -23.43316
F -12.29350 3.05060 -22.08469
F -9.99342 2.92655 -21.83044
F -11.17683 4.82427 -21.25176
*
```

As for the HOMO energy: -14.3 eV. For the LUMO energy, the calculation gives -5.77 eV. The value obtained for the energy above the lowest of the compared OMol25 structures with the same formula, charge and spin is 82.4 kcal per mole.

=====

Computed, not measured: C2H4N4 as an isolated structure at a distorted geometry, with ωB97M-V with the def2-TZVPD basis set.

```
! wB97M-V def2-TZVPD RIJCOSX def2/J DEFGRID3
* xyz 2 1
C 0.07507 0.34192 -0.15861
C -0.38762 -0.94873 -0.51268
N 0.05346 -1.24348 -2.86525
N -1.67030 -2.75341 0.49748
N -0.07992 -1.06071 -1.80610
N -0.97906 -1.95916 0.16389
H 0.11711 0.55112 0.97433
H 3.34510 -0.28007 0.20196
H 0.02813 1.28309 -0.68571
H 2.56239 -0.35266 0.23186
*
```

As for the HOMO energy: -22.0 eV. For the LUMO energy, the calculation gives -13.23 eV. The value obtained for the energy above the lowest of the compared OMol25 structures with the same formula, charge and spin is 91.6 kcal per mole.

=====

In eV, the total energy values for the records above are, in order, -47595.8466, -25761.8765, -73499.3439, -107025.7767, -8071.9403.